Computed, not measured: a gas-phase ion, C7H15N3O (charge +2), with ωB97M-V/def2-TZVPD.

Values from the calculation:
**Max |F|**: 4.0 eV Å⁻¹
**Molar mass**: 157.22 g mol⁻¹
**Kohn-Sham gap**: 9.1 eV

```
! wB97M-V def2-TZVPD RIJCOSX def2/J DEFGRID3
* xyz 2 1
H 3.0875 0.0338 -1.1270
H -1.4884 0.9139 -2.1431
N -2.0591 -1.4072 0.4087
H -1.9110 0.6126 2.1751
C 1.3353 -0.4109 0.0649
C -1.0259 -0.6652 0.1454
N 0.8964 0.9672 -0.1151
H -3.0031 -0.9093 0.5129
H -2.6135 2.0052 1.2861
H 3.0097 -1.6998 -0.5701
H 3.0429 -0.8098 1.4097
O 1.4919 1.9131 -0.3905
H 0.4585 -2.1899 -0.1009
C -1.6709 1.3491 1.4470
H -0.8820 2.0808 1.7797
H 2.0793 0.6469 1.8195
H -2.4613 2.1729 -1.1990
H -0.7545 2.4693 -1.2485
H -2.0792 -2.3989 0.5305
H 1.2822 -0.9089 2.0884
C -1.1204 0.7998 0.1207
C 2.0061 -0.4101 1.4659
N 0.1614 -1.2319 0.0069
H 1.8222 -1.1621 -1.9340
C -1.4916 1.5188 -1.1542
C 2.3829 -0.8301 -0.9459
*
```



Computed, not measured: C7H15N3Si in the gas phase, with ωB97M-V/def2-TZVPD.

Values from the calculation:
**Max |F|**: 6.9 eV Å⁻¹
**Molar mass**: 169.30 g mol⁻¹
**Kohn-Sham gap (alpha / beta)**: 6.7 / 6.7 eV

```
! wB97M-V def2-TZVPD RIJCOSX def2/J DEFGRID3
* xyz 0 1
H -1.3065 1.5090 -4.0772
H 1.0020 -0.6339 3.3243
N -2.1861 0.3936 1.0530
C 1.5280 -0.5641 2.3627
N -2.6754 2.1057 -0.4981
N -0.9132 0.3196 1.1854
H 0.2795 2.0532 -3.9390
C -1.2237 3.0721 -2.4909
H -0.5088 3.4508 -1.8143
H -4.0113 1.1875 0.7321
H -0.4455 -2.9978 2.9633
C 0.6870 -1.6971 -0.6275
H 1.7898 0.4668 2.2108
H 2.2838 -1.2803 2.4414
C -2.2010 2.6263 -1.4807
H -0.3998 1.1404 -2.5960
H -0.1141 -2.1216 -1.1901
H 1.2249 -0.8533 -1.0979
H 0.6685 -3.3914 1.7402
C -0.6391 1.8234 -3.3075
H 1.4938 -2.4748 -0.6075
C -2.9992 1.1209 0.3905
Si 0.0457 -1.1371 1.1372
H -1.1659 -3.5847 1.4541
H -1.7678 3.9381 -3.0178
C -0.3081 -2.9393 1.8742
*
```



Computed, not measured: a gas-phase ion, C7H15N4 (charge +1), with ωB97M-V/def2-TZVPD.

Values from the calculation:
**Max |F|**: 5.9 eV Å⁻¹
**Molar mass**: 155.22 g mol⁻¹
**Kohn-Sham gap**: 8.7 eV

```
! wB97M-V def2-TZVPD RIJCOSX def2/J DEFGRID3
* xyz 1 1
C -0.3982 -0.5979 1.4637
C -2.3115 0.9171 -0.8848
C 1.6862 -1.0892 -1.9687
H 0.0301 1.6229 -0.2057
C 0.9822 0.1496 -1.8325
H -0.2995 -1.4921 2.0999
H 1.0618 -1.1195 0.0866
H 2.1764 -1.4880 -2.9496
H 0.5825 1.8493 -2.5648
H 2.1715 -0.3046 1.9652
H 2.2633 1.0112 0.6318
N -1.1278 -0.0279 -0.7521
N 1.7658 -1.8765 -0.9902
H -0.8024 -2.0397 -0.0205
N 1.0010 0.9925 -2.8421
H -2.9339 0.9227 -0.0073
H -0.8195 0.3415 1.8743
H 1.1244 1.2071 2.0333
H -2.0204 1.8981 -1.1828
C 1.7036 0.5571 1.3704
H -2.3977 -1.1353 0.6488
N 0.6955 -0.2036 0.6401
H 2.1028 -2.8316 -1.0938
C -1.3312 -1.0945 0.2408
C 0.1055 0.5649 -0.5578
H -2.8651 0.4425 -1.7047
*
```



Computed, not measured: a gas-phase ion, C7H15N4O2 (charge +1), with ωB97M-V/def2-TZVPD.

Values from the calculation:
**Max |F|**: 6.0 eV Å⁻¹
**Molar mass**: 187.22 g mol⁻¹
**Kohn-Sham gap**: 10.2 eV

```
! wB97M-V def2-TZVPD RIJCOSX def2/J DEFGRID3
* xyz 1 1
C -3.0367 -0.3470 -0.3108
N -0.5571 -1.6871 0.6520
C -1.6286 0.1664 -0.4522
H 2.4046 -0.8504 1.9234
H -3.1524 -1.3414 -0.7073
H -1.0985 -1.8290 1.5160
C 1.3827 -0.1360 0.4989
H 0.7338 1.7974 1.9172
O 1.4597 -2.3365 -0.4577
N 1.4484 -0.5677 1.8371
H -1.9595 1.2670 -2.2031
C -1.7850 1.4379 -1.2261
H -1.0465 -2.2588 -0.0309
C -0.4219 -0.3685 0.0474
N 2.3703 -0.6740 -1.6589
H -0.8001 1.9430 -1.1085
H 1.7453 3.0129 1.2544
H 0.5006 -2.0891 0.6823
H 2.2881 -1.2883 -2.4349
H -2.5098 2.1036 -0.7077
H -3.1630 -0.5785 0.6925
N 1.2809 2.1481 1.2024
H 2.5566 0.2820 -1.5973
O 2.1053 1.7438 -0.8763
C 1.6320 1.2910 0.1656
H 1.1672 -0.0052 2.6217
H -3.6910 0.3355 -0.6190
C 1.7746 -1.1711 -0.6203
*
```



Computed, not measured: a gas-phase ion, C7H15N4OS2 (charge +1), with ωB97M-V/def2-TZVPD.

Values from the calculation:
**Max |F|**: 1.0 eV Å⁻¹
**Molar mass**: 235.36 g mol⁻¹
**Kohn-Sham gap**: 7.8 eV

```
! wB97M-V def2-TZVPD RIJCOSX def2/J DEFGRID3
* xyz 1 1
C 2.2275 0.8285 0.3125
N -3.7364 1.4675 0.6554
C -3.8986 0.1679 0.5113
N -2.7593 -0.3568 -0.0463
C 0.1668 1.9096 -0.7368
C 1.6467 1.5883 -0.8988
H -1.7659 -2.2909 0.6798
C 2.8987 -0.4943 -0.0697
H 2.3733 -0.9345 -0.9199
H 1.8166 1.0273 -1.8156
N -1.9478 0.7137 -0.2132
H 1.0734 -2.0146 0.5251
H -0.7951 0.3847 -1.8826
H 1.5501 -2.2297 2.2044
N -2.5192 1.7719 0.2182
S -2.4314 -1.9831 -0.4482
H -0.0008 2.4292 0.1988
H -0.0916 -0.2285 -0.4035
H 2.1986 2.5154 -1.0032
H -0.1427 2.5498 -1.5579
H 1.4240 0.5773 1.0093
S -5.2711 -0.7670 1.0061
C 1.9143 -2.2601 1.1811
O 2.9963 -1.3815 1.0139
H 3.9165 -0.2862 -0.3879
H 2.2186 -3.2779 0.9496
H -5.3537 -1.4968 -0.1130
H 2.9124 1.4585 0.8653
C -0.6203 0.6124 -0.8341
*
```



Computed, not measured: a gas-phase ion, C7H15N8 (charge +1), with ωB97M-V/def2-TZVPD.

Values from the calculation:
**Max |F|**: 5.0 eV Å⁻¹
**Molar mass**: 211.25 g mol⁻¹
**Kohn-Sham gap**: 7.6 eV

```
! wB97M-V def2-TZVPD RIJCOSX def2/J DEFGRID3
* xyz 1 1
N 0.2660 -1.5622 1.5350
H 0.7087 -1.3704 -1.9265
H 2.4737 -1.2108 -2.1443
C 1.6672 -1.7332 -1.5873
N -2.5003 1.0158 -0.2787
N 2.5031 -0.2323 0.0879
H 3.8947 1.5489 -0.0087
H -0.6954 1.9472 2.0146
C -2.9438 -0.6897 -2.2344
C 1.7727 -1.4810 -0.1129
H -1.9028 2.9415 1.2819
H 1.6152 -2.8241 -1.9237
N -2.4233 -1.1659 0.2080
N 0.5052 -1.2731 0.3631
C 2.9491 2.0207 0.1722
H 2.4198 2.8597 -0.3221
N -2.1683 -0.5314 1.3229
C -1.7934 1.9700 1.8172
C -0.8126 -1.2578 2.2292
H 2.4101 -2.3150 0.3243
H -2.4029 1.9331 2.7968
C -2.6834 -0.2863 -0.7796
H -1.3825 -2.2339 2.4119
H 2.9603 2.1444 1.2319
N -2.2258 0.7937 0.9968
H -2.2437 -0.0142 -2.8488
H -3.9273 -0.6528 -2.4440
N 2.0052 0.9111 0.0038
H -2.6800 -1.7142 -2.3332
H -0.6259 -0.6779 3.2354
*
```